# 1
118
Properties=species:S:1:pos:R:3:forces:R:3:lowdin_charge:R:1 method="wB97M-V/def2-TZVPD" e_homo_ev=-4.963 homo_lumo_gap_ev=7.02 total_energy_ev=-152110.8763 largest_force_ha_per_bohr=0.024 total_charge=-1
C -2.05900 3.78388 0.82965 0.09 0.76 0.38 -0.0977
C -1.97032 2.66678 0.38381 -0.10 -0.74 -0.56 -0.2237
In -1.81720 0.77134 -0.71432 0.15 -0.12 0.35 0.7639
C -0.81927 -0.73177 0.60417 -0.10 0.16 -0.63 -0.2497
C -0.79017 -2.04995 -0.16689 -0.22 0.37 -0.04 -0.2288
C -2.04868 -2.84812 -0.01007 0.03 0.13 0.13 -0.5263
O -2.71917 -2.89526 0.97862 -0.05 -0.24 0.31 0.1162
O -2.39270 -3.63635 -1.08674 -0.41 -0.19 -0.11 0.0556
C -3.81123 -0.08375 -1.21845 0.24 0.55 0.09 -0.3090
C -4.75673 0.80946 -2.02289 -0.22 -0.50 0.64 -0.7696
C -6.08002 1.05692 -1.31319 -0.14 -0.09 -0.27 -0.1729
Br -5.21649 -0.13898 -3.72269 0.05 0.24 -0.24 0.6203
C -0.39637 1.05799 -2.41476 -0.37 0.16 0.57 -0.3628
F 0.82463 1.59197 -1.86933 0.09 -0.08 0.07 -0.1575
C -0.81838 1.98078 -3.52850 0.47 -0.20 -0.66 -0.2843
C -1.86119 1.32708 -4.44812 0.08 0.35 0.33 -0.1105
H -2.06849 4.77565 1.21913 -0.10 -0.04 0.00 -0.0108
H 0.21022 -0.39011 0.71319 0.07 0.12 0.34 0.0243
H -1.31679 -0.85778 1.56000 0.17 0.02 0.26 0.0317
H -0.64486 -1.86902 -1.23061 0.20 -0.19 -0.10 0.0769
H 0.03427 -2.69908 0.15016 -0.01 -0.27 -0.09 0.1053
H -2.58732 -3.07533 -1.84768 0.38 0.02 -0.13 0.1067
H -3.67370 -1.03639 -1.71970 0.05 -0.13 -0.03 -0.0108
H -4.28238 -0.29903 -0.26032 -0.04 -0.15 0.09 0.0375
H -4.32657 1.76696 -2.28796 0.02 -0.05 -0.57 0.0451
H -5.97028 1.85762 -0.58446 0.08 0.02 0.14 0.0842
H -6.41488 0.14814 -0.81782 0.02 -0.07 0.11 0.0721
H -6.85241 1.33267 -2.02623 -0.04 0.29 0.01 0.0430
H -0.11575 0.08289 -2.81552 0.08 -0.02 -0.22 0.0631
H 0.07420 2.18475 -4.13320 0.10 0.10 0.02 0.0977
H -1.15753 2.94701 -3.16023 -0.10 0.04 0.15 0.0999
H -1.85427 0.24791 -4.31165 -0.14 -0.14 -0.07 0.0643
H -1.64196 1.54218 -5.49134 -0.02 -0.01 -0.13 0.0633
H -2.85779 1.70622 -4.24083 -0.17 -0.15 0.03 0.0292
O 1.22585 -2.24150 -2.68666 -0.19 -0.35 -0.31 0.1182
C 2.28960 -2.13627 -2.15980 -0.03 0.63 0.17 -0.4802
O 2.74306 -3.02364 -1.24105 0.05 -0.10 -0.02 0.0232
C 3.96739 -2.54070 -0.66669 0.32 0.06 0.17 -0.1547
C 4.55664 -1.57925 -1.69231 -0.23 0.05 -0.11 -0.1431
C 3.28490 -1.00330 -2.31688 0.38 -0.27 0.03 -0.0616
H 3.73039 -2.03651 0.27178 0.04 0.04 -0.01 0.1063
H 4.61323 -3.38951 -0.45563 -0.11 -0.10 0.03 0.1264
H 5.20731 -0.83035 -1.25169 -0.01 0.05 0.15 0.1104
H 5.13298 -2.13213 -2.43663 -0.03 -0.03 -0.01 0.1128
H 2.90672 -0.14099 -1.76325 -0.09 0.02 -0.06 0.1288
H 3.38979 -0.73741 -3.36429 -0.13 0.10 -0.02 0.1258
O -7.71517 -6.44810 -2.24582 -0.10 0.00 0.02 0.1072
C -6.77167 -6.39552 -1.51020 0.12 -0.07 -0.14 -0.5011
O -6.37352 -5.25749 -0.91283 0.03 0.01 0.09 0.0339
C -5.15353 -5.47349 -0.16614 0.09 -0.11 0.07 -0.1366
C -5.12910 -6.97276 0.11155 -0.06 -0.05 -0.06 -0.1536
C -5.83901 -7.53113 -1.12030 0.02 0.12 0.37 -0.0817
H -4.30757 -5.14979 -0.77014 -0.02 0.05 -0.02 0.1084
H -5.18148 -4.86923 0.73552 -0.08 0.12 -0.06 0.1262
H -4.12285 -7.35691 0.26442 0.03 0.04 -0.05 0.1130
H -5.71572 -7.19645 1.00432 0.01 0.01 0.02 0.1133
H -5.15210 -7.70893 -1.94904 -0.02 -0.02 -0.03 0.1278
H -6.40861 -8.43427 -0.92009 -0.02 -0.05 -0.17 0.1179
O 1.75123 0.36778 4.23047 0.12 -0.22 0.09 0.0974
C 1.65325 1.49483 3.82793 -0.08 0.49 -0.03 -0.4613
O 2.72316 2.18600 3.38762 -0.16 0.05 0.15 0.0130
C 2.35027 3.54321 3.05864 -0.15 0.06 0.03 -0.1266
C 0.84676 3.49641 2.81542 0.06 -0.25 0.05 -0.1362
C 0.41867 2.37250 3.76124 0.05 0.06 -0.36 -0.0573
H 2.61276 4.18312 3.90552 0.02 -0.03 0.02 0.1324
H 2.92254 3.85780 2.19400 -0.08 -0.07 0.00 0.0935
H 0.35238 4.44726 2.99732 0.04 0.01 0.05 0.1158
H 0.63189 3.20120 1.78907 0.00 0.04 -0.02 0.1064
H 0.21074 2.73383 4.77091 -0.04 -0.05 0.03 0.1290
H -0.43446 1.81067 3.38975 -0.04 -0.06 0.11 0.1238
O 3.90059 6.24552 1.56973 -0.06 0.14 0.00 0.1214
C 4.92790 5.67599 1.78516 -0.01 -0.15 -0.08 -0.4901
O 5.85950 6.17373 2.64180 0.06 0.08 -0.01 0.0173
C 7.00379 5.30535 2.69614 -0.02 -0.11 -0.03 -0.1580
C 6.48550 3.95256 2.22918 0.05 -0.03 -0.15 -0.1481
C 5.40109 4.34603 1.22914 0.15 -0.02 0.41 -0.0666
H 7.78416 5.70537 2.04351 -0.04 0.03 -0.03 0.1215
H 7.37434 5.29599 3.71881 -0.04 0.07 0.03 0.1203
H 7.26483 3.31595 1.81458 0.01 0.01 -0.01 0.1197
H 6.02465 3.42229 3.05869 0.02 -0.05 0.03 0.1002
H 5.77814 4.49767 0.21668 -0.01 0.02 -0.02 0.1339
H 4.58462 3.63025 1.20618 0.04 0.00 -0.23 0.1015
O -5.48287 3.57125 -3.51547 0.09 0.10 0.18 0.1261
C -5.59700 3.74379 -4.68803 -0.19 -0.09 -0.05 -0.4845
O -4.65238 4.37717 -5.43137 0.03 0.03 -0.04 0.0230
C -5.09592 4.51634 -6.78764 -0.04 -0.04 -0.08 -0.1631
C -6.15322 3.43322 -6.97912 -0.06 -0.02 0.08 -0.1526
C -6.75630 3.33651 -5.57856 0.22 -0.11 -0.31 -0.0757
H -5.50559 5.52176 -6.91564 -0.02 0.00 0.00 0.1218
H -4.23734 4.40066 -7.44469 0.07 0.01 0.07 0.1219
H -6.87044 3.66929 -7.76309 0.00 0.07 0.02 0.1102
H -5.67048 2.48951 -7.23442 0.02 -0.01 0.00 0.1179
H -7.57091 4.04667 -5.42616 -0.03 -0.01 0.03 0.1280
H -7.08964 2.33527 -5.32052 -0.05 0.03 0.15 0.1109
O 4.29227 -4.94853 3.71105 0.14 -0.02 -0.05 0.1123
C 3.33093 -4.26807 3.49514 -0.17 -0.11 0.23 -0.4783
O 3.38983 -3.15978 2.72618 -0.61 -1.06 -0.29 -0.0514
C 2.10990 -2.48075 2.72543 -0.53 0.01 -0.03 -0.1382
C 1.09323 -3.54926 3.10287 0.10 -0.11 0.07 -0.1280
C 1.91832 -4.45122 4.02138 -0.13 0.13 -0.36 -0.0659
H 2.15276 -1.66617 3.44995 -0.08 -0.04 -0.03 0.1010
H 1.92773 -2.06561 1.73714 0.13 0.03 -0.05 0.1166
H 0.19625 -3.13737 3.55819 0.04 0.07 0.01 0.1246
H 0.79343 -4.10387 2.21294 -0.02 0.01 -0.02 0.1171
H 1.89595 -4.11535 5.05946 0.02 -0.04 0.04 0.1302
H 1.63148 -5.49760 3.97192 0.08 -0.05 0.15 0.1225
O 4.58951 0.81562 1.70100 0.06 0.14 -0.36 0.1204
C 4.99200 0.38270 2.73720 0.21 -0.41 0.23 -0.4778
O 5.55914 1.17929 3.68073 0.14 0.10 0.10 -0.0103
C 6.06004 0.38726 4.76914 -0.13 -0.08 0.09 -0.1492
C 5.26792 -0.91441 4.71308 0.01 -0.05 -0.09 -0.1324
C 5.01036 -1.05754 3.21582 -0.13 0.74 0.25 -0.0646
H 7.13200 0.23330 4.62057 0.01 -0.04 -0.02 0.1228
H 5.90669 0.93678 5.69474 0.00 0.12 -0.03 0.1224
H 5.79489 -1.75446 5.16074 0.08 0.00 -0.04 0.1167
H 4.31970 -0.79089 5.23615 -0.05 0.05 0.00 0.1154
H 5.82412 -1.57669 2.70592 -0.08 -0.09 -0.08 0.1427
H 4.06638 -1.54173 2.98712 0.90 0.63 0.00 0.0717



# 2
116
Properties=species:S:1:pos:R:3:forces:R:3:lowdin_charge:R:1 method="wB97M-V/def2-TZVPD" e_homo_ev=-10.617 homo_lumo_gap_ev=7.86 total_energy_ev=-231788.7775 largest_force_ha_per_bohr=0.026 de_lowest_kcal_mol=17.7 total_charge=+1
Bi -0.86381 1.32673 -2.40172 -0.15 -0.61 -0.81 1.9039
Br 2.01649 -1.29017 -4.70752 0.06 -0.24 -0.05 0.6131
C 1.61429 -3.01457 -3.91822 0.06 0.03 -0.30 -1.0182
Br 1.24279 -2.84757 -2.04522 -0.08 -0.06 0.27 0.6388
H 2.48599 -3.65607 -4.03332 -0.15 0.18 0.01 0.0076
H 0.73509 -3.43597 -4.40302 0.16 0.19 0.07 -0.0009
C -3.46051 3.08283 -3.34922 -0.48 -0.19 -0.42 -0.0589
N -2.21651 3.26473 -2.59972 0.14 -0.27 0.24 -0.3931
C -1.36871 4.21163 -3.32802 0.24 0.28 -0.29 -0.0775
C -2.57191 3.72493 -1.24982 0.10 0.25 0.63 -0.1819
C -1.36741 3.91953 -0.34542 -0.36 0.18 -0.24 -0.1818
N -0.59671 2.68273 -0.22472 -0.06 0.08 -0.18 -0.3939
C -1.00581 1.92903 0.95328 -0.18 -0.28 0.29 -0.1072
C 0.83419 2.97203 -0.17182 0.29 -0.05 0.05 -0.1292
H -3.98801 4.03633 -3.43602 0.07 0.07 0.10 0.1146
H -4.10401 2.38273 -2.82192 -0.02 -0.02 0.01 0.0861
H -3.23161 2.72523 -4.34912 -0.04 -0.06 0.06 0.0804
H -1.88161 5.16833 -3.44442 -0.03 0.05 0.04 0.1151
H -1.15601 3.79853 -4.31142 -0.03 0.00 -0.05 0.0939
H -0.42771 4.37323 -2.81062 0.08 0.03 0.06 0.0774
H -3.23671 2.97403 -0.82012 -0.04 0.04 0.01 0.0525
H -3.11751 4.67163 -1.31312 -0.07 -0.03 -0.10 0.1448
H -1.72621 4.25233 0.63608 0.08 0.00 -0.07 0.1414
H -0.72131 4.70523 -0.73732 -0.01 0.01 0.03 0.1177
H -0.86601 2.52553 1.86148 0.03 0.05 0.05 0.1038
H -0.38861 1.03903 1.04118 0.03 -0.05 -0.02 0.0275
H -2.05401 1.64303 0.86928 -0.02 0.01 0.04 0.0068
H 1.05019 3.70073 0.61358 0.05 0.07 0.05 0.1048
H 1.17479 3.36543 -1.12922 0.04 0.11 -0.04 0.0754
H 1.38099 2.05633 0.05268 -0.01 0.03 -0.05 0.0137
F -3.71681 -2.64947 -7.53342 0.09 0.07 -0.01 0.1284
C -3.13161 -1.68307 -6.82602 0.09 0.12 0.17 -0.1379
C -3.30101 -0.34407 -7.17682 0.14 -0.07 0.18 -0.1353
F -4.02071 -0.01927 -8.24842 0.01 -0.06 0.11 0.1349
C -2.71921 0.64933 -6.40562 0.07 -0.12 0.29 -0.1316
F -2.90301 1.94103 -6.72702 -0.06 -0.16 -0.07 0.1037
C -1.94241 0.37183 -5.26242 -0.48 -0.76 -0.81 -0.3126
O -1.43281 1.36783 -4.58182 0.60 0.28 1.18 -0.3059
C -1.76331 -0.98657 -4.97292 0.04 0.03 -0.20 -0.1685
F -0.97031 -1.35067 -3.93632 -0.16 0.16 -0.12 -0.0306
C -2.34641 -1.99607 -5.72352 -0.02 0.14 -0.17 -0.1344
F -2.11901 -3.27257 -5.38902 -0.10 0.18 -0.06 0.1192
C -4.50731 -1.74207 3.24188 -0.17 -0.13 -0.03 -0.0795
N -4.16591 -0.69647 2.30338 -0.01 -0.26 0.25 -0.0533
C -4.93481 -0.30347 1.27668 0.17 0.21 0.07 -0.9141
N -6.03891 -1.00327 0.98278 -0.02 -0.34 0.33 0.1256
S -4.51181 1.05123 0.41268 -0.19 0.76 -0.35 0.6817
H -3.81041 -1.70197 4.07518 -0.01 -0.08 -0.04 0.0854
H -4.45331 -2.73227 2.77578 0.02 0.04 0.11 0.0897
H -5.51151 -1.58597 3.64208 -0.01 -0.05 0.03 0.0932
H -3.36271 -0.11957 2.49958 -0.21 0.00 -0.15 0.1136
H -6.25791 -1.86597 1.44808 -0.05 -0.08 0.01 0.1005
H -6.59891 -0.73227 0.19358 0.11 0.11 0.05 0.1046
F -4.92481 -3.32127 -0.93962 0.12 0.08 -0.01 0.0710
C -4.08681 -2.31687 -1.25342 0.12 0.23 -0.04 -0.2806
C -4.46701 -1.39707 -2.21212 0.05 -0.13 -0.05 -0.0027
C -3.61451 -0.34457 -2.50172 -0.05 -0.07 -0.08 -0.1605
C -2.40391 -0.20467 -1.84012 0.23 0.36 -0.09 -0.3958
C -2.02311 -1.17247 -0.91802 -0.04 0.19 -0.13 -0.1650
C -2.86721 -2.22457 -0.60652 -0.07 -0.06 0.05 0.0007
H -5.40401 -1.50687 -2.73632 -0.11 -0.05 0.01 0.1299
H -3.90991 0.34433 -3.27462 -0.07 0.13 -0.10 0.0921
H -1.05241 -1.12477 -0.44832 0.16 -0.01 0.16 0.0631
H -2.58681 -2.96227 0.12768 0.04 -0.16 0.08 0.1214
C 4.01429 2.32833 4.85808 -0.04 0.18 0.00 -0.1961
C 2.60759 1.77813 5.12458 0.03 0.04 -0.02 -0.1848
C 1.94709 1.30223 3.82728 0.00 -0.22 0.14 -0.2232
C 2.98589 0.66843 2.90148 -0.49 -0.22 -0.45 -0.4437
C 3.93359 1.77553 2.41028 0.02 0.05 0.06 -0.2129
C 4.09829 2.89613 3.44588 0.16 -0.05 0.16 -0.1959
P 2.15219 -0.13107 1.41788 0.61 -0.96 0.49 1.1375
C 1.29259 -1.69167 2.06688 0.05 0.62 -0.26 -0.4270
C -0.16261 -1.39617 2.45338 -0.07 -0.33 -0.24 -0.2419
C -0.79931 -2.67417 2.98478 -0.09 0.17 0.15 -0.1937
C -0.21251 -3.02587 4.35398 0.05 0.03 0.03 -0.1826
C 1.22519 -2.51087 4.48548 0.07 -0.20 -0.05 -0.1890
C 1.96759 -2.55197 3.15248 0.12 0.10 0.06 -0.1865
C 3.56079 -0.95477 0.47068 -0.45 0.44 0.17 -0.4541
C 4.14779 -0.00237 -0.57042 -0.13 -0.16 -0.21 -0.2302
C 4.81579 -0.83097 -1.67282 0.03 0.05 -0.07 -0.1939
C 5.53589 -2.06677 -1.11012 0.14 0.12 0.04 -0.1932
C 5.93339 -1.82647 0.34038 -0.03 -0.22 -0.06 -0.1929
C 4.69399 -1.65727 1.23058 0.01 -0.02 -0.03 -0.1915
H 4.75599 1.53303 4.95868 0.05 0.00 0.07 0.1144
H 4.25399 3.09713 5.59398 0.10 -0.07 0.01 0.1105
H 1.98049 2.54773 5.58028 0.02 -0.01 0.05 0.1115
H 2.67189 0.95233 5.83598 -0.08 -0.02 0.02 0.1090
H 1.48449 2.14643 3.31008 -0.08 0.03 -0.06 0.1026
H 1.15009 0.60163 4.06948 -0.09 0.00 -0.01 0.0765
H 3.54169 -0.08877 3.46218 0.00 0.01 0.00 0.1040
H 3.53989 2.21143 1.48728 0.09 -0.05 -0.13 0.0918
H 4.90999 1.34593 2.18768 0.05 -0.02 -0.13 0.1066
H 3.31749 3.65023 3.32348 0.00 0.06 -0.05 0.1090
H 5.05619 3.39623 3.29558 -0.05 0.06 -0.04 0.1125
H 1.24849 -2.28597 1.13938 -0.03 0.06 0.13 0.0796
H -0.71271 -1.05207 1.57818 -0.01 0.15 0.01 0.0621
H -0.22761 -0.61617 3.21368 -0.04 0.10 0.00 0.0982
H -0.60821 -3.48277 2.27698 -0.04 -0.05 -0.11 0.1168
H -1.87891 -2.55457 3.06308 -0.10 -0.11 -0.07 0.0758
H -0.24881 -4.10677 4.49958 0.02 0.01 0.07 0.1121
H -0.81571 -2.57287 5.14208 -0.08 -0.06 0.06 0.1079
H 1.76799 -3.12497 5.20338 0.03 0.09 0.12 0.1149
H 1.22509 -1.48967 4.87138 0.03 0.03 0.05 0.0976
H 1.98929 -3.58577 2.80148 0.13 -0.07 0.04 0.1219
H 2.99949 -2.24297 3.31428 0.04 -0.08 -0.06 0.0862
H 3.01659 -1.71907 -0.09862 0.01 0.06 0.03 0.0396
H 4.86339 0.67223 -0.10182 0.03 0.10 0.03 0.1013
H 3.35679 0.60963 -1.01422 0.05 0.09 0.03 0.0906
H 5.51539 -0.20377 -2.22642 0.03 0.01 -0.06 0.1124
H 4.04499 -1.14997 -2.37532 0.01 0.02 -0.10 0.0554
H 6.42559 -2.28357 -1.70302 -0.07 -0.08 -0.05 0.1102
H 4.88689 -2.94387 -1.16712 -0.01 -0.06 0.00 0.1071
H 6.55699 -0.93257 0.38258 0.08 0.05 0.08 0.1138
H 6.53329 -2.65887 0.71158 0.07 0.07 0.04 0.1131
H 4.99129 -1.10917 2.12518 -0.11 0.05 0.12 0.0980
H 4.34669 -2.64107 1.54688 0.02 -0.03 0.10 0.1057